(1)
This record from the Open Molecules 2025 dataset describes a single C6H9N molecule at a distorted geometry. The level of theory is ωB97M-V with the def2-TZVPD basis set.

The geometry in XYZ format:
```
16
Properties=species:S:1:pos:R:3:nbo_charge:R:1
C -0.54398 1.57874 0.34455 -0.635
C -0.54210 0.03366 0.14961 0.134
C 0.48671 -0.42094 -0.88036 -0.494
C 1.82668 -0.40437 -0.26704 0.021
C 2.90942 -0.37749 0.26300 -0.269
C -0.91589 -1.10911 1.17996 -0.276
N -1.82526 -0.58878 0.20010 -0.611
H 0.35378 2.07058 -0.05995 0.225
H -0.65401 1.90880 1.37901 0.221
H -1.39455 2.01820 -0.21263 0.213
H 0.50844 0.19895 -1.78606 0.228
H 0.23125 -1.44223 -1.16952 0.245
H 3.86676 -0.36974 0.73864 0.239
H -0.85622 -2.21199 1.06415 0.203
H -0.76471 -0.82432 2.21578 0.192
H -2.62131 -0.02262 0.45387 0.366
```

Properties
**Frontier orbital gap**: 10.21 eV
**Energy above the lowest of the compared OMol25 structures with the same formula, charge and spin**: 3.773 eV
**SMILES**: C#CC[C@]1(C)CN1
**Net charge**: 0

---

(2)
This record from the Open Molecules 2025 dataset describes a molecular structure, C33H79BrClN2O11P2 at a distorted geometry. The level of theory is ωB97M-V with the def2-TZVPD basis set.

The geometry in XYZ format:
```
129
Properties=species:S:1:pos:R:3:lowdin_charge:R:1
C -1.45630 2.46547 1.98270 -0.083
C -1.93906 0.86526 2.04494 -0.133
N -1.66594 0.18768 0.71845 -0.023
C -1.08232 -1.05521 0.44097 -0.047
C -0.56133 -2.16486 1.55644 -0.131
C -1.78303 -2.52383 2.64098 -0.183
C -1.17101 -3.70281 3.61446 -0.194
C -0.37451 -3.15449 4.93843 -0.253
N 0.29329 -1.80722 4.77569 -0.032
C -0.95345 -1.32771 -1.20402 -0.598
Br 0.92156 -2.11367 -1.37416 0.824
P -2.00406 -2.73906 -1.94669 0.712
O -2.19541 -3.81789 -0.76983 -0.384
O -1.06979 -3.57976 -3.18801 -0.270
O -3.60381 -2.28048 -2.45943 -0.222
C -1.03809 0.18683 -1.82566 -0.545
C 0.24995 1.19676 -1.73248 -0.210
C 1.34616 1.04274 -2.94135 -0.200
C 2.84797 1.07345 -2.21150 -0.203
C 3.91972 0.02551 -2.91235 -0.197
C 4.93189 -0.59862 -1.74813 -0.199
C 5.68387 0.60147 -0.86046 -0.191
C 5.01738 0.83084 0.61991 -0.222
C 6.13506 0.81757 1.82036 -0.201
C 5.64997 0.02285 3.18621 -0.165
C 5.08254 -1.50544 2.88023 -0.216
O 5.94780 -2.56435 3.47597 -0.267
C 5.28545 -3.88509 3.38673 -0.122
P -2.08192 0.51773 -3.39886 0.699
O -1.12654 0.30527 -4.86817 -0.388
Cl -2.61691 2.60417 -3.45254 0.195
C -2.01560 0.80966 -0.61976 -0.170
H -2.15398 3.03401 1.22023 0.083
H -1.60278 3.01179 3.02298 0.097
H -0.32942 2.57201 1.60820 0.100
H -3.03984 0.77536 2.43135 0.154
H -1.18938 0.36523 2.82791 0.129
H -0.28986 -3.21825 1.06559 0.111
H 0.39908 -1.74180 2.07441 0.120
H -2.75305 -2.92061 2.09621 0.130
H -2.07724 -1.61422 3.31557 0.074
H -2.09668 -4.39174 3.91377 0.123
H -0.49442 -4.39304 2.91775 0.117
H 0.50304 -3.93624 5.14612 0.131
H -1.08498 -3.15437 5.86825 0.113
H 1.11415 -1.83030 4.13194 0.059
H -0.37774 -1.03962 4.55378 0.026
H -0.84268 -4.52063 -2.86016 0.119
H -3.63920 -2.54400 -3.44214 0.076
H -0.19097 2.30272 -1.82206 0.113
H 0.68461 1.11231 -0.64931 0.115
H 1.20067 0.01079 -3.48102 0.083
H 1.24414 1.88401 -3.76249 0.122
H 2.79309 0.74978 -1.06734 0.085
H 3.23968 2.19679 -2.19466 0.124
H 3.35083 -0.79384 -3.52478 0.103
H 4.62121 0.70357 -3.59994 0.102
H 4.40846 -1.36390 -1.03422 0.089
H 5.81815 -1.19203 -2.27899 0.114
H 6.79946 0.26788 -0.68855 0.106
H 5.65332 1.61270 -1.45601 0.110
H 4.12293 0.08661 0.77703 0.089
H 4.53309 1.91956 0.61670 0.114
H 6.47851 1.90355 2.15818 0.107
H 7.13601 0.27152 1.47426 0.118
H 6.62256 -0.13345 3.85565 0.130
H 4.86836 0.62153 3.83351 0.097
H 3.97116 -1.54149 3.26117 0.104
H 5.03726 -1.75486 1.71764 0.122
H 5.66186 -4.52629 4.29163 0.103
H 5.58606 -4.39815 2.35545 0.106
H 4.11803 -3.71272 3.43859 0.084
H -1.80015 0.04608 -5.59137 0.084
H -2.04462 1.98797 -0.70445 0.111
H -3.13433 0.52989 -0.85378 0.144
C 4.19181 4.86733 4.68163 -0.092
C 4.19083 3.37498 4.94086 -0.314
O 5.15770 2.73912 4.11812 -0.127
H 3.97100 5.07527 3.62960 0.073
H 3.44833 5.37197 5.30512 0.075
H 5.17725 5.29614 4.89101 0.076
H 3.21093 2.94685 4.70951 0.113
H 4.42356 3.15838 5.98798 0.113
H 6.02532 3.12024 4.33719 0.101
C -1.19423 6.79638 1.69723 -0.088
C -0.53286 5.96055 2.77346 -0.325
O 0.30179 4.97731 2.17960 -0.117
H -1.79021 6.16419 1.03096 0.072
H -1.84498 7.55657 2.13861 0.080
H -0.44207 7.29354 1.07603 0.077
H -1.28723 5.44819 3.37797 0.104
H 0.07534 6.58385 3.43613 0.112
H 0.97329 5.44270 1.65186 0.094
C -2.80350 0.33465 7.72457 -0.083
C -3.07047 0.56932 6.25217 -0.312
O -2.19975 -0.23213 5.46758 -0.130
H -1.76394 0.57497 7.97020 0.084
H -3.46381 0.94883 8.34339 0.081
H -2.95657 -0.71825 7.98293 0.077
H -2.89515 1.61786 5.99364 0.113
H -4.10452 0.31897 5.99603 0.112
H -2.36919 -1.16165 5.69845 0.075
C -6.92831 -4.94768 -5.03001 -0.092
C -5.45433 -5.29554 -5.00357 -0.307
O -4.73106 -4.29008 -4.30930 -0.115
H -7.08663 -3.98017 -5.51748 0.065
H -7.49961 -5.71098 -5.56588 0.081
H -7.32394 -4.86034 -4.01283 0.080
H -5.05790 -5.36022 -6.02124 0.118
H -5.28655 -6.25573 -4.50616 0.114
H -5.08490 -4.24637 -3.40437 0.084
C -10.62666 -2.37122 -7.59343 -0.095
C -9.96528 -3.20706 -6.51719 -0.332
O -9.13064 -4.19029 -7.11106 -0.106
H -11.22263 -3.00341 -8.25969 0.080
H -11.27740 -1.61104 -7.15205 0.076
H -9.87450 -1.87406 -8.21462 0.073
H -10.71965 -3.71941 -5.91269 0.117
H -9.35709 -2.58376 -5.85453 0.103
H -8.45913 -3.72491 -7.63880 0.090
C 4.65287 3.22144 -6.60121 -0.087
C 4.14726 3.05443 -5.18319 -0.338
O 5.24328 2.94743 -4.28688 -0.108
H 5.27946 2.37094 -6.88896 0.082
H 3.81987 3.30084 -7.30547 0.077
H 5.27448 4.11862 -6.68760 0.076
H 3.54489 2.14527 -5.09608 0.096
H 3.53037 3.90717 -4.88350 0.110
H 5.76717 3.76312 -4.36568 0.095
```

Properties
**Frontier orbital gap**: 6.90 eV
**Net charge**: +1

---

(3)
This record from the Open Molecules 2025 dataset describes 2 unconnected molecules or ions with the total composition C6H17N4 at a distorted geometry. The level of theory is ωB97M-V with the def2-TZVPD basis set.

The geometry in XYZ format:
```
27
Properties=species:S:1:pos:R:3:nbo_charge:R:1
C 0.92718 1.06562 0.95416 -0.076
C 1.77134 1.88556 3.09876 -0.416
C 0.34556 -2.42675 -1.12668 -0.459
C -1.00609 -2.46892 0.74437 -0.406
C -1.83366 1.54981 -1.36713 -0.456
C -0.20152 0.27970 -2.61759 -0.443
N 0.73019 1.36035 2.20329 -0.661
N -1.10178 -0.47211 -0.45899 0.149
N -0.50445 -1.61737 -0.29638 -0.116
N -1.02795 0.37492 -1.44082 -0.113
H 1.75673 1.52073 0.48083 0.145
H 2.40603 2.54593 2.66144 0.213
H 2.21252 1.14344 3.73625 0.202
H 1.30127 2.64200 3.74085 0.213
H 1.19210 -2.76042 -0.64902 0.240
H -0.19736 -3.35121 -1.57205 0.233
H 0.81152 -1.92718 -1.90037 0.225
H -0.23500 -2.92827 1.33054 0.234
H -1.52190 -1.78873 1.55348 0.240
H -1.59429 -3.14952 0.28129 0.214
H -1.71611 2.41890 -2.02695 0.260
H -2.87445 1.32364 -1.62693 0.231
H -1.88676 1.83214 -0.28178 0.253
H -0.68049 0.99611 -3.39822 0.253
H 0.76375 0.40062 -2.39160 0.223
H -0.18674 -0.80472 -3.15218 0.227
H 0.01821 0.98249 2.75620 0.391
```

Properties
**Frontier orbital gap (spin up / spin down)**: 5.04 / 9.54 eV
**Energy above the lowest of the compared OMol25 structures with the same formula, charge and spin**: 3.552 eV
**<S²>**: 2.005
**Net charge**: +1
**Spin multiplicity**: 3

---

(4)
This record from the Open Molecules 2025 dataset describes a single C6H12O molecule. The level of theory is ωB97M-V with the def2-TZVPD basis set.

The geometry in XYZ format:
```
19
Properties=species:S:1:pos:R:3:nbo_charge:R:1
C -1.38507 -0.79170 -1.62827 -0.602
C 0.12679 -0.74789 -1.39771 -0.399
C 0.48778 -0.73938 0.07611 -0.249
C 1.72867 -0.08632 0.64243 -0.427
C 0.36966 0.36574 1.08836 0.232
C -0.15030 1.76780 0.89577 -0.629
O -0.00077 -0.16479 2.34974 -0.712
H -1.63484 -0.84315 -2.69500 0.210
H -1.86430 0.10271 -1.21170 0.200
H -1.82411 -1.66940 -1.13767 0.202
H 0.55514 0.12343 -1.91409 0.200
H 0.59134 -1.62713 -1.87016 0.207
H 0.20207 -1.61211 0.66239 0.221
H 2.28246 0.58431 -0.01708 0.212
H 2.35218 -0.63807 1.33940 0.226
H 0.13571 2.35061 1.77894 0.225
H -1.24726 1.76687 0.83454 0.203
H 0.24467 2.26663 0.00493 0.215
H -0.95474 -0.33006 2.31448 0.464
```

Properties
**Frontier orbital gap**: 10.49 eV
**Energy above the lowest of the compared OMol25 structures with the same formula, charge and spin**: 1.183 eV
**SMILES**: CC[C@H]1C[C@]1(C)O
**Net charge**: 0